1.
The following is a quantum chemistry calculation of a 10-piece molecular cluster, C36H62O30 overall, from OMol25.

```
! RIJCOSX wB97M-V def2-TZVPD def2/J DEFGRID3
* xyz -1 2
C 3.8547 4.2443 2.0189
C 2.5920 4.9324 1.5479
O 2.5104 4.6293 0.1529
C 3.5969 4.1049 -0.2890
O 3.7743 3.7824 -1.5146
O 4.4442 3.8923 0.7961
H 3.6338 3.3790 2.6439
H 4.5652 4.9350 2.4730
H 2.7066 6.0083 1.6801
H 1.7438 4.6842 2.1859
C -4.3600 1.4640 0.1138
C -4.6909 1.5222 -1.3727
O -4.1035 2.7698 -1.7614
C -3.5827 3.4544 -0.6714
O -2.9534 4.4831 -0.6580
O -3.8109 2.7046 0.4405
H -3.6748 0.6421 0.3216
H -5.2576 1.2948 0.7086
H -5.6934 1.4344 -1.7915
H -4.1073 0.6836 -1.7525
C -1.7631 5.9824 -4.1239
C -0.4270 5.3195 -3.9213
C -0.0552 5.1328 -2.4521
O -0.1510 3.7485 -2.3838
C -0.3724 3.1389 -3.5669
O -0.5339 1.9297 -3.6261
O -0.4586 4.0773 -4.5332
H -2.0460 6.1376 -5.1651
H -1.6419 7.0056 -3.7683
H -2.5458 5.3931 -3.6461
H 0.3941 5.9440 -4.2733
H -0.7805 5.6788 -1.8487
H 0.9604 5.4465 -2.2109
C -0.1921 1.5684 1.1309
C 0.2415 1.0559 -0.2823
C 1.2932 -0.0912 -0.1953
O 0.7525 -1.1446 -0.9184
C -0.4970 -0.9297 -1.2277
O -1.2348 -1.8134 -1.5971
O -0.8083 0.3529 -0.9277
H -1.0919 2.1137 0.8463
H 0.5763 2.2270 1.5359
H -0.5286 0.7579 1.7774
H 0.6572 1.8009 -0.9607
H 1.3467 -0.2843 0.8761
H 2.2424 0.2220 -0.6300
C -1.8283 -3.0425 -5.1097
C -1.7278 -1.4912 -4.9718
C -0.2879 -0.9507 -4.7724
O -0.0326 -0.2559 -5.9665
C -1.0660 -0.2892 -6.7485
O -1.1511 0.3415 -7.7391
O -2.0120 -0.9813 -6.2769
H -2.6845 -3.3127 -5.7278
H -2.0850 -3.5125 -4.1603
H -0.8462 -3.4560 -5.3393
H -2.3936 -1.0993 -4.2028
H 0.4825 -1.7200 -4.7219
H -0.3606 -0.4265 -3.8195
C 0.5322 3.5627 6.4466
O -0.3989 4.3846 5.7560
C -0.7957 4.2080 4.4983
O -0.7318 3.0863 3.9279
O -1.4132 5.3182 3.9912
C -1.9079 5.2418 2.6543
H 0.8070 2.6557 5.9081
H 0.1014 3.2940 7.4111
H 1.4715 4.0878 6.6200
H -2.3946 6.1194 2.2287
H -2.7207 4.5408 2.8444
H -1.2272 4.7461 1.9621
C 2.8829 1.1215 -2.9525
O 3.2724 -0.2599 -2.5739
C 4.2305 -0.9154 -3.1851
O 5.2291 -0.4759 -3.8357
O 4.1150 -2.2379 -2.9209
C 2.9625 -2.8021 -2.3745
H 1.8666 1.2436 -3.3272
H 3.5889 1.6485 -3.5943
H 3.0058 1.7599 -2.0776
H 2.0839 -2.4048 -2.8829
H 2.9681 -2.3525 -1.3815
H 3.0119 -3.8898 -2.3252
C -0.2416 -5.1693 -2.5952
C -1.6218 -5.6780 -2.0993
O -1.7549 -7.0494 -2.0404
C -2.9174 -7.5282 -1.4714
O -3.9333 -6.8981 -1.0334
O -2.7821 -8.9155 -1.5838
C -3.6434 -9.7867 -0.7535
H 0.6224 -5.4708 -2.0031
H -0.2307 -4.1004 -2.8085
H -0.0168 -5.5439 -3.5938
H -2.4338 -5.3899 -2.7671
H -1.7850 -5.2235 -1.1222
H -3.3415 -10.8270 -0.6326
H -4.6845 -9.6952 -1.0632
H -3.5373 -9.3828 0.2533
C -2.1493 0.3622 4.9214
C -2.0950 -1.1666 4.9653
O -3.1861 -1.5894 5.6897
C -3.4803 -2.9123 5.9506
O -2.6516 -3.8375 5.8131
O -4.7731 -2.9556 6.2641
C -5.5908 -1.8465 6.6437
H -1.2465 0.8535 4.5586
H -2.3838 0.8118 5.8862
H -2.8105 0.7333 4.1383
H -1.2135 -1.5037 5.5106
H -2.1901 -1.5618 3.9539
H -5.6601 -1.1962 5.7717
H -5.0953 -1.3695 7.4893
H -6.5417 -2.2581 6.9822
C 3.6140 -0.7883 2.5790
C 4.6655 -1.6624 3.2372
O 5.9748 -1.2348 2.9945
C 6.8501 -1.7830 2.0710
O 7.8836 -1.1617 1.6472
O 6.4439 -3.0427 1.5569
C 7.3202 -3.7297 0.6745
H 3.8452 -0.5978 1.5310
H 3.6052 0.2092 3.0183
H 2.5944 -1.1694 2.6367
H 4.5364 -2.6486 2.7912
H 4.4367 -1.8984 4.2764
H 7.4957 -4.7349 1.0577
H 8.2934 -3.2670 0.5104
H 6.7398 -3.6949 -0.2474
*
```

The gap between HOMO and LUMO (alpha / beta) is 1.9 / 10.4 eV.

2.
The following is a quantum chemistry calculation of a 9-piece molecular cluster, C36H63N3O18 overall, from OMol25.

```
! RIJCOSX wB97M-V def2-TZVPD def2/J DEFGRID3
* xyz 0 1
N -1.8450 3.0690 -6.5434
C -0.4628 2.8512 -6.4279
C -0.2004 2.6267 -5.0902
C -1.3752 2.9023 -4.3187
C -2.3652 3.1269 -5.2722
H -2.4329 3.2777 -7.3528
H 0.2625 2.6383 -7.2265
H 0.7507 2.3756 -4.6603
H -1.3177 2.9126 -3.3040
H -3.3845 3.4106 -5.1692
N 1.7573 -0.9848 -1.1226
C 2.0984 -1.6956 -2.2383
C 3.4791 -1.9751 -2.1674
C 3.9951 -1.3113 -1.0219
C 2.9564 -0.6929 -0.3825
H 0.7932 -0.6638 -0.9774
H 1.3931 -2.0022 -2.9850
H 4.0953 -2.4357 -2.9273
H 5.0235 -1.3507 -0.6396
H 2.8680 0.1122 0.3332
N 0.1291 -1.0912 1.7645
C 0.9242 -0.5821 2.7487
C 0.9348 0.7578 2.5733
C 0.1021 1.1354 1.5005
C -0.3963 -0.0489 1.0019
H -0.1054 -2.0321 1.5379
H 1.3635 -1.2824 3.4234
H 1.4295 1.4866 3.2269
H -0.3221 2.0830 1.2360
H -1.1503 -0.2126 0.1929
C -0.6290 -3.7495 -5.5851
C -1.6206 -3.3475 -4.4537
O -0.9652 -2.2671 -3.6968
C -1.7005 -1.4572 -3.0191
O -1.2804 -0.7133 -2.1757
O -3.0134 -1.4138 -3.4141
C -3.8295 -0.5630 -2.6126
H -0.4009 -2.9026 -6.1962
H -1.0781 -4.4962 -6.2526
H 0.2463 -4.2234 -5.1065
H -1.8711 -4.1435 -3.7462
H -2.5859 -2.9360 -4.8426
H -3.8569 0.4372 -2.9955
H -3.5880 -0.5275 -1.5560
H -4.8571 -0.9520 -2.6777
C 4.2289 -3.3320 2.4166
C 3.1111 -4.0515 1.7693
O 1.9635 -4.0749 2.6985
C 1.1333 -5.0609 2.7432
O 1.2065 -6.1095 2.1297
O 0.1897 -4.7743 3.6633
C -0.5426 -6.0168 3.9839
H 5.0776 -3.1610 1.6761
H 4.5384 -3.9006 3.3226
H 3.8640 -2.3136 2.6746
H 3.4558 -5.0222 1.4584
H 2.7069 -3.4395 0.9092
H -1.2410 -5.7931 4.8159
H 0.1089 -6.8582 4.1485
H -1.1363 -6.3062 3.0876
C -2.8974 -3.9550 2.0342
C -2.5983 -3.4030 0.6853
O -1.8959 -4.3743 -0.2202
C -0.6198 -4.4754 -0.2082
O 0.1825 -3.7389 0.3460
O -0.2273 -5.3811 -1.1297
C 1.2031 -5.4798 -1.3672
H -2.0599 -3.9458 2.7205
H -3.3025 -4.9713 1.8578
H -3.6540 -3.3322 2.4825
H -2.1506 -2.4080 0.6932
H -3.4698 -3.2689 0.0795
H 1.6383 -4.4683 -1.5032
H 1.3835 -6.0592 -2.2923
H 1.7720 -6.0026 -0.5881
C 3.0904 3.1872 -1.8009
C 4.4928 2.7277 -1.3201
O 4.5134 2.2463 0.1087
C 5.7538 2.2996 0.6203
O 6.7677 2.4915 0.0184
O 5.7298 2.1442 1.9310
C 4.4693 2.2492 2.5911
H 2.9768 2.8147 -2.8048
H 2.9487 4.2528 -1.7979
H 2.3181 2.7141 -1.1887
H 5.2879 3.4554 -1.3589
H 4.7861 1.8467 -1.9124
H 4.0595 3.2091 2.3851
H 4.7372 2.1453 3.6766
H 3.8906 1.3170 2.4054
C -3.2784 0.1419 4.9199
C -3.0429 -0.1139 3.4130
O -3.2793 1.1681 2.7621
C -3.4071 1.0350 1.4282
O -3.5076 0.0387 0.7165
O -3.3647 2.2887 0.9724
C -3.4076 2.3541 -0.4348
H -2.4497 0.7102 5.4182
H -3.4234 -0.8672 5.4329
H -4.3094 0.5961 5.0347
H -3.6897 -0.8261 2.7952
H -2.0033 -0.3314 3.2470
H -2.6075 1.6875 -0.7875
H -3.3140 3.3858 -0.7499
H -4.4259 2.0256 -0.8396
C -0.1781 6.7438 3.9859
C -1.4363 6.0789 3.3293
O -1.2567 6.2575 1.9131
C -2.2902 6.8405 1.2532
O -3.3033 7.3539 1.6396
O -2.1450 6.7089 -0.0692
C -0.8084 6.8639 -0.6494
H 0.7564 6.1259 4.1315
H -0.4323 7.1721 4.9880
H 0.0541 7.5300 3.2670
H -2.3439 6.5767 3.6260
H -1.5236 4.9967 3.5664
H -0.8694 7.4411 -1.5595
H -0.2502 5.8869 -0.8646
H -0.2214 7.3578 0.0925
*
```

As for the SMILES: CCOC(=O)OC.CCOC(=O)OC.CCOC(=O)OC.CCOC(=O)OC.CCOC(=O)OC.CCOC(=O)OC.c1cc[nH]c1.c1cc[nH]c1.c1cc[nH]c1. The gap between HOMO and LUMO is 8.2 eV. The energy above the lowest of the compared OMol25 structures with the same formula, charge and spin comes out at 59.3 kJ/mol.

- What is the formula in the first record?
  C36H62O30